[1]
The following is a quantum chemistry calculation of a cluster of 12 separate species, C3H31N2O12 in total, from the Open Molecules 2025 dataset.

Values from the calculation:
E_tot: -31161.1768 eV
Strongest force on any atom: 5.16 eV Å⁻¹
ΔE to the lowest compared entry with this formula, charge and spin: 11.0 kcal per mole
Total charge: +1
LUMO level: -0.0819 Eh

The geometry in XYZ format:
```
48
Properties=species:S:1:pos:R:3:mulliken_charge:R:1
N -1.150 -0.383 -0.272 0.337
C 0.026 0.589 -0.423 2.321
C -0.407 1.801 -1.229 -1.642
C 0.464 1.015 0.972 -0.083
N 1.649 0.558 1.422 -0.130
O -0.214 1.780 1.662 -0.970
H -0.739 -1.305 -0.106 0.245
H -1.726 -0.421 -1.123 0.401
H -1.689 -0.093 0.505 0.197
H 0.858 0.077 -0.952 -0.905
H 0.401 2.548 -1.401 0.423
H -1.219 2.403 -0.702 0.246
H -0.808 1.571 -2.239 0.411
H 2.052 0.891 2.365 0.321
H 2.271 0.020 0.881 0.126
H 0.032 -3.106 0.185 0.384
H 1.352 -2.431 -0.364 0.425
O 0.423 -2.729 -0.547 -0.754
H -3.469 2.006 1.397 0.315
H -2.017 1.696 1.578 0.297
O -2.839 1.309 1.303 -0.631
H -0.573 -3.840 2.425 0.305
H -1.235 -2.553 2.064 0.405
O -0.885 -3.301 1.713 -0.672
H -3.903 -1.691 -1.849 0.290
H -3.718 -0.432 -2.694 0.272
O -3.229 -1.003 -2.152 -0.612
H 2.921 1.929 -0.791 0.252
H 2.793 0.747 -1.808 0.345
O 2.968 0.984 -0.892 -0.624
H 3.647 -2.225 0.052 0.289
H 3.069 -1.143 -0.901 0.300
O 2.844 -1.660 -0.142 -0.706
H 0.000 -1.951 -2.059 0.340
H -0.736 -1.736 -3.431 0.286
O -0.218 -1.295 -2.741 -0.721
H -1.639 -0.355 2.994 0.431
H -2.928 -0.816 2.375 0.292
O -1.950 -0.935 2.297 -0.804
H 2.502 -0.192 -4.009 0.278
H 1.350 -0.621 -3.035 0.374
O 2.244 -0.306 -3.124 -0.625
H 1.406 3.431 0.703 0.265
H 2.315 4.505 -0.057 0.286
O 1.913 3.612 -0.064 -0.577
H -0.536 0.793 4.760 0.275
H -0.623 1.384 3.410 0.342
O -1.050 0.874 4.044 -0.621
```

=====

[2]
The following is a quantum chemistry calculation of a cluster of 15 separate species, C69H87N12O12P3 in total, from the Open Molecules 2025 dataset.

Values from the calculation:
E_tot: -143286.2032 eV
Strongest force on any atom: 2.96 eV Å⁻¹
Total charge: 0
LUMO level: 0.0181 Eh

The geometry in XYZ format:
```
183
Properties=species:S:1:pos:R:3:mulliken_charge:R:1
N 1.062 -1.970 5.680 -0.498
C -0.265 -1.783 5.605 -0.594
C -0.856 -0.734 4.877 -0.776
C -0.061 0.187 4.187 1.230
C 1.330 0.055 4.281 -0.412
C 1.823 -1.060 5.034 -0.811
H -0.872 -2.565 6.087 0.323
H -1.926 -0.607 4.877 0.421
H -0.449 1.013 3.632 -0.032
H 1.999 0.702 3.744 0.666
H 2.885 -1.066 5.233 0.412
N -1.833 -4.204 -1.486 0.045
C -2.175 -5.379 -1.007 -0.457
C -1.507 -6.573 -1.338 -0.673
C -0.441 -6.445 -2.203 -0.429
C -0.049 -5.228 -2.712 -0.531
C -0.823 -4.119 -2.341 0.082
H -3.028 -5.477 -0.327 0.380
H -1.856 -7.534 -1.005 0.537
H 0.171 -7.315 -2.439 0.359
H 0.821 -5.046 -3.358 0.453
H -0.630 -3.106 -2.779 0.221
N -5.987 4.397 3.616 -0.567
C -5.937 3.151 3.058 -0.669
C -4.893 2.230 3.331 -0.193
C -3.961 2.546 4.299 0.334
C -3.994 3.857 4.894 -0.610
C -5.054 4.703 4.528 -0.294
H -6.719 2.943 2.333 0.562
H -4.998 1.292 2.802 0.527
H -3.180 1.821 4.614 0.249
H -3.281 4.219 5.611 0.337
H -5.130 5.736 4.935 0.352
N 0.613 3.520 6.346 -0.650
C -0.445 3.384 5.498 -0.584
C -0.399 3.716 4.155 1.049
C 0.824 4.173 3.623 -0.366
C 1.938 4.229 4.472 -0.438
C 1.762 3.902 5.804 -0.414
H -1.377 3.196 5.980 0.399
H -1.268 3.578 3.537 -0.340
H 0.869 4.504 2.602 0.468
H 2.935 4.496 4.106 0.435
H 2.602 3.930 6.492 0.377
N -7.468 2.078 -0.076 -0.285
C -8.363 3.024 0.106 -0.608
C -8.127 4.364 0.005 -0.358
C -6.799 4.795 -0.241 -0.525
C -5.791 3.817 -0.320 0.329
C -6.196 2.481 -0.213 -0.445
H -9.383 2.702 0.270 0.348
H -8.923 5.027 0.024 0.540
H -6.587 5.889 -0.389 0.331
H -4.746 4.064 -0.478 0.428
H -5.477 1.701 -0.438 0.252
N -3.011 3.124 -4.008 -0.467
C -2.227 2.822 -3.007 0.751
C -0.942 3.322 -2.820 0.010
C -0.434 4.235 -3.758 -0.841
C -1.261 4.637 -4.797 -0.391
C -2.509 4.035 -4.888 -0.611
H -2.570 2.044 -2.284 -0.169
H -0.295 3.064 -1.998 0.335
H 0.579 4.655 -3.706 0.453
H -1.026 5.315 -5.602 0.481
H -3.150 4.246 -5.733 0.410
N 4.569 2.439 0.234 -0.544
C 5.695 1.736 -0.030 -0.254
C 6.414 1.006 0.956 -0.497
C 5.889 0.977 2.258 -0.359
C 4.675 1.651 2.478 -0.529
C 4.088 2.361 1.468 -0.149
H 6.060 1.719 -1.079 0.335
H 7.301 0.487 0.607 0.436
H 6.402 0.374 3.001 0.502
H 4.188 1.680 3.443 0.453
H 3.076 2.775 1.622 0.640
N -1.488 4.850 -0.449 -0.057
C -1.719 4.474 0.831 -0.420
C -2.677 5.057 1.657 0.397
C -3.421 6.156 1.152 -0.705
C -3.117 6.613 -0.125 -0.515
C -2.171 5.948 -0.917 -0.542
H -1.047 3.668 1.181 0.468
H -2.923 4.794 2.673 0.237
H -4.161 6.706 1.753 0.391
H -3.612 7.508 -0.479 0.453
H -1.967 6.207 -1.957 0.345
N 2.281 -3.143 -1.467 1.174
C 2.442 -4.111 -0.573 -0.641
C 3.439 -5.061 -0.661 -0.861
C 4.319 -5.039 -1.696 -0.797
C 4.167 -4.039 -2.617 -0.777
C 3.167 -3.101 -2.503 -1.278
H 1.707 -4.183 0.198 0.663
H 3.397 -5.813 0.097 0.655
H 5.140 -5.745 -1.808 0.440
H 4.800 -3.956 -3.487 0.579
H 3.127 -2.270 -3.166 0.922
N 5.168 -1.930 4.048 -0.065
C 4.836 -2.348 2.777 -0.284
C 5.755 -2.864 1.863 -0.539
C 7.116 -2.871 2.219 -0.549
C 7.490 -2.388 3.462 -0.453
C 6.464 -1.969 4.367 -0.605
H 3.765 -2.373 2.559 0.806
H 5.399 -3.185 0.896 0.339
H 7.879 -3.058 1.465 0.421
H 8.498 -2.375 3.812 0.462
H 6.650 -1.652 5.412 0.385
N -0.180 -0.269 -4.993 -0.030
C -1.351 0.258 -5.399 -0.307
C -2.392 -0.491 -5.941 -0.441
C -2.198 -1.869 -6.034 -0.414
C -1.023 -2.473 -5.647 -1.199
C -0.079 -1.603 -5.086 -0.158
H -1.398 1.344 -5.433 0.401
H -3.309 -0.001 -6.261 0.504
H -3.031 -2.429 -6.414 0.393
H -0.809 -3.538 -5.742 0.490
H 0.852 -2.010 -4.639 0.836
N -5.020 -1.396 -0.475 -0.565
C -3.870 -1.403 -1.161 -1.152
C -3.738 -0.735 -2.397 0.718
C -4.833 -0.143 -2.971 0.037
C -6.071 -0.259 -2.335 -0.686
C -6.084 -0.910 -1.101 -0.370
H -3.019 -1.941 -0.731 0.951
H -2.720 -0.679 -2.861 0.162
H -4.763 0.537 -3.841 0.270
H -6.950 0.262 -2.701 0.401
H -7.017 -0.974 -0.531 0.371
C 5.654 1.779 -6.535 -0.736
O 4.507 0.989 -6.243 -0.331
P 4.589 -0.132 -5.103 0.086
O 5.831 -0.909 -5.049 -0.770
O 4.265 0.543 -3.756 0.001
C 3.058 1.272 -3.452 -0.310
O 3.308 -0.941 -5.368 0.513
C 2.901 -1.500 -6.619 -0.750
H 6.562 1.195 -6.756 0.305
H 5.907 2.475 -5.704 0.260
H 5.429 2.304 -7.446 0.259
H 2.246 0.555 -3.374 0.130
H 2.924 2.062 -4.211 0.380
H 3.208 1.711 -2.471 0.129
H 3.758 -1.442 -7.320 0.426
H 2.015 -0.934 -6.856 0.240
H 2.688 -2.576 -6.381 0.191
C -1.438 -6.889 2.833 -0.549
O -0.259 -6.647 3.664 -0.476
P 0.749 -5.488 3.186 0.750
O 1.531 -5.762 1.974 -0.481
O -0.216 -4.281 3.047 -0.402
C 0.080 -3.270 2.040 0.598
O 1.613 -5.389 4.469 -0.368
C 2.962 -4.902 4.505 -0.466
H -2.076 -6.000 2.658 0.235
H -1.976 -7.541 3.510 0.263
H -1.090 -7.367 1.907 0.246
H 1.124 -3.009 2.133 -0.232
H -0.523 -2.425 2.294 -0.029
H -0.171 -3.752 1.090 0.240
H 3.351 -4.670 3.519 0.128
H 3.430 -5.830 4.902 0.278
H 2.897 -4.048 5.173 0.275
C -2.476 0.928 0.940 1.017
O -1.355 -0.019 1.106 -0.281
P 0.049 0.562 0.736 -0.695
O 0.392 1.788 1.471 -0.612
O 0.993 -0.659 0.978 1.539
C 2.422 -0.451 0.695 0.377
O 0.030 0.793 -0.789 0.380
C -0.073 -0.335 -1.640 0.804
H -2.468 1.662 1.737 -0.796
H -3.340 0.264 0.911 0.335
H -2.472 1.530 0.011 -0.428
H 2.467 0.354 -0.048 0.268
H 2.778 -1.378 0.305 -0.205
H 2.803 -0.065 1.647 -0.654
H -0.805 -1.072 -1.321 -0.530
H 0.875 -0.891 -1.678 -0.251
H -0.253 0.101 -2.636 -0.437
```

=====

[3]
The following is a quantum chemistry calculation of a cluster of 8 separate species, C26H37Cl6F15O10 in total, from the Open Molecules 2025 dataset.

Values from the calculation:
E_tot: -163934.9209 eV
Strongest force on any atom: 3.53 eV Å⁻¹
SMILES string: CCOC(=O)C(F)(F)F.CCOC(=O)C(F)(F)F.CCOC(=O)C(F)(F)F.CCOC(=O)C(F)(F)F.CCOC(=O)C(F)(F)F.ClCCCl.ClCCCl.ClCCCl
ΔE to the lowest compared entry with this formula, charge and spin: 36.8 kcal per mole
Total charge: 0
LUMO level: 0.0110 Eh

The geometry in XYZ format:
```
94
Properties=species:S:1:pos:R:3:mulliken_charge:R:1
C -3.387 -2.774 1.620 -0.418
C -4.410 -2.506 2.669 -0.328
O -5.322 -1.528 2.178 -0.142
C -6.624 -1.525 2.354 0.247
O -7.247 -2.157 3.181 -0.560
C -7.379 -0.611 1.399 0.940
F -6.592 0.045 0.652 -0.198
F -8.103 -1.475 0.582 -0.298
F -8.206 0.182 1.954 -0.245
H -2.927 -1.810 1.263 -0.109
H -3.870 -3.346 0.838 0.447
H -2.583 -3.477 1.979 0.150
H -3.939 -2.163 3.609 0.047
H -4.931 -3.398 3.014 0.460
C -3.685 1.466 -1.031 -1.252
C -2.434 1.141 -0.265 0.694
O -1.452 2.180 -0.481 -0.293
C -0.267 2.102 0.074 0.422
O 0.236 1.186 0.700 0.063
C 0.611 3.330 -0.315 0.411
F 1.387 3.751 0.640 -0.222
F 1.356 2.838 -1.353 -0.139
F -0.168 4.332 -0.702 -0.283
H -3.475 1.292 -2.086 0.187
H -4.179 2.428 -0.809 0.368
H -4.439 0.700 -0.770 0.301
H -2.050 0.167 -0.594 -0.049
H -2.593 1.003 0.842 -0.069
C 1.313 1.747 -4.626 -0.840
C -0.132 2.038 -4.240 0.126
O -0.854 2.134 -5.486 -0.301
C -2.184 2.099 -5.362 0.320
O -2.746 2.227 -4.289 -0.541
C -2.797 1.873 -6.744 0.913
F -2.035 2.372 -7.698 -0.242
F -3.088 0.612 -7.010 -0.254
F -3.942 2.514 -6.792 -0.252
H 1.999 1.933 -3.835 -0.062
H 1.630 2.394 -5.470 0.350
H 1.443 0.707 -4.903 0.337
H -0.286 2.997 -3.786 0.279
H -0.664 1.249 -3.671 0.151
C 4.422 3.601 -2.889 -0.916
C 5.169 2.988 -1.684 -0.119
O 5.253 1.537 -1.981 -0.207
C 5.927 0.799 -1.207 0.357
O 6.508 1.008 -0.175 -0.582
C 5.701 -0.655 -1.646 0.872
F 4.460 -1.106 -1.239 -0.216
F 5.825 -0.862 -2.986 -0.260
F 6.609 -1.374 -1.051 -0.242
H 3.415 3.322 -2.798 -0.021
H 4.794 3.200 -3.803 0.377
H 4.431 4.709 -2.856 0.391
H 4.659 3.042 -0.761 0.166
H 6.204 3.307 -1.594 0.367
C -0.418 -1.860 6.073 -1.436
C -1.005 -1.250 4.765 0.238
O -0.359 -0.022 4.366 -0.262
C -1.057 0.699 3.505 0.276
O -1.948 0.255 2.866 -0.418
C -0.629 2.160 3.625 0.846
F -1.354 2.819 2.756 -0.222
F -0.786 2.647 4.904 -0.306
F 0.649 2.387 3.374 -0.182
H -0.661 -1.342 6.982 0.356
H 0.647 -2.001 6.081 0.354
H -0.884 -2.841 6.146 0.391
H -2.128 -1.133 4.815 0.155
H -0.864 -1.959 3.869 0.129
Cl 3.173 1.479 1.217 -0.114
C 4.511 1.323 2.391 -0.601
C 3.982 1.048 3.825 -0.159
Cl 5.313 0.877 4.922 -0.204
H 5.102 2.325 2.329 0.295
H 5.228 0.536 2.111 0.323
H 3.419 0.121 3.851 0.194
H 3.314 1.883 4.072 0.184
Cl -1.064 -5.482 0.630 -0.214
C -0.600 -5.582 -1.105 -0.460
C 0.911 -5.652 -1.094 0.153
Cl 1.424 -5.642 -2.758 -0.198
H -0.953 -4.606 -1.503 0.163
H -1.173 -6.360 -1.585 0.432
H 1.353 -6.483 -0.569 0.383
H 1.109 -4.666 -0.602 -0.217
Cl 0.279 -1.506 -1.798 -0.221
C 0.679 -1.939 -0.111 0.652
C 2.202 -1.940 -0.058 -0.083
Cl 2.742 -2.421 1.615 -0.234
H 0.222 -2.883 0.065 -0.064
H 0.144 -1.220 0.492 -0.356
H 2.502 -0.893 -0.257 -0.089
H 2.619 -2.659 -0.768 0.434
```

=====

[4]
The following is a quantum chemistry calculation of a cluster of 2 separate species, C10H8Br2F2 in total, from the Open Molecules 2025 dataset.

Values from the calculation:
E_tot: -156014.4380 eV
Strongest force on any atom: 4.28 eV Å⁻¹
SMILES string: FC1(F)C(Br)=C1C1=CC=CC12CC2.Br
ΔE to the lowest compared entry with this formula, charge and spin: 58.4 kcal per mole
Total charge: 0
LUMO level: -0.0105 Eh

The geometry in XYZ format:
```
22
Properties=species:S:1:pos:R:3:mulliken_charge:R:1
F 3.260 0.550 0.450 -0.289
C 2.569 -0.632 0.476 0.965
F 3.488 -1.547 0.064 -0.306
C 1.581 -0.955 1.497 -1.092
Br 1.697 -0.932 3.324 -0.088
C 1.084 -0.791 0.287 0.661
C -0.057 -0.385 -0.360 -0.137
C 0.025 0.551 -1.396 -0.665
C -1.218 1.200 -1.360 -0.592
C -1.998 0.804 -0.281 -0.980
C -1.343 -0.337 0.347 1.360
C -2.273 -1.499 0.508 -0.803
C -1.747 -0.811 1.693 -0.316
H 0.979 0.652 -1.922 0.460
H -1.350 1.921 -2.172 0.409
H -2.896 1.235 0.196 0.433
H -1.796 -2.384 0.373 0.289
H -3.272 -1.498 0.018 0.256
H -2.223 -0.080 2.441 0.151
H -0.976 -1.346 2.147 0.296
Br 2.774 3.193 -3.702 -0.228
H 3.693 3.090 -2.627 0.216
```

=====

[5]
The following is a quantum chemistry calculation of an isolated molecule of C5H9NO, from the Open Molecules 2025 dataset.

Values from the calculation:
E_tot: -8868.0068 eV
Strongest force on any atom: 0.36 eV Å⁻¹
SMILES string: [H]/N=C1/CCCCO1
ΔE to the lowest compared entry with this formula, charge and spin: 27.8 kcal per mole
Total charge: 0
LUMO level: 0.0350 Eh

The geometry in XYZ format:
```
16
Properties=species:S:1:pos:R:3:mulliken_charge:R:1
H -0.035 -2.763 -0.352 0.280
N -0.790 -2.189 0.032 -0.687
C -0.709 -1.045 -0.494 0.501
C -1.450 0.159 0.008 -0.454
C -0.424 0.832 0.954 -0.608
C 1.022 0.486 0.524 -0.618
C 1.156 0.255 -0.977 -0.532
O 0.233 -0.742 -1.449 -0.402
H -1.708 0.809 -0.838 0.267
H -2.365 -0.124 0.536 0.315
H -0.585 0.455 1.969 0.272
H -0.582 1.913 0.974 0.334
H 1.716 1.294 0.774 0.371
H 1.355 -0.417 1.062 0.327
H 2.165 -0.113 -1.192 0.323
H 1.002 1.190 -1.532 0.311
```

=====

[6]
The following is a quantum chemistry calculation of a structure of composition C21H15MgO4P, from the Open Molecules 2025 dataset.

Values from the calculation:
E_tot: -44924.1648 eV
Strongest force on any atom: 11.38 eV Å⁻¹
Total charge: +2
LUMO level: -0.3266 Eh

The geometry in XYZ format:
```
42
Properties=species:S:1:pos:R:3:mulliken_charge:R:1
O -0.125 -1.854 -2.458 -0.156
C -0.080 -1.136 -1.517 0.476
Mg 0.055 -0.100 0.150 1.051
C -1.721 0.733 0.326 0.270
C 1.226 1.408 -0.335 0.322
O -2.788 1.183 0.535 -0.136
O 1.995 2.280 -0.538 -0.135
O 0.568 -1.090 1.525 -0.176
P 1.002 -2.247 2.416 0.680
C 2.597 -1.546 2.784 0.901
C 3.619 -2.135 3.561 0.038
C 4.645 -1.476 4.072 -0.893
C 4.892 -0.112 3.645 -0.548
C 3.945 0.521 2.851 -0.864
C 2.811 -0.185 2.425 -0.036
C -0.339 -1.868 3.688 0.626
C -1.431 -1.037 3.375 0.209
C -2.530 -0.878 4.251 -0.539
C -2.658 -1.747 5.355 -0.586
C -1.603 -2.604 5.677 -0.689
C -0.377 -2.450 4.965 -0.621
C 1.588 -3.939 3.182 0.315
C 0.851 -4.686 4.117 -0.907
C 1.497 -5.598 4.926 -0.444
C 2.717 -6.119 4.596 -0.583
C 3.263 -5.660 3.347 -0.197
C 2.704 -4.632 2.654 -0.841
H 3.552 -3.163 4.003 0.017
H 5.307 -1.884 4.760 0.536
H 5.768 0.395 3.994 0.425
H 4.082 1.517 2.586 0.504
H 2.115 0.397 1.814 -0.141
H -1.457 -0.442 2.447 -0.538
H -3.281 -0.116 4.076 0.436
H -3.538 -1.727 5.981 0.414
H -1.679 -3.322 6.459 0.496
H 0.491 -2.897 5.404 0.810
H -0.210 -4.582 4.195 0.870
H 0.977 -5.958 5.843 0.385
H 3.234 -6.857 5.202 0.468
H 4.206 -6.145 3.002 0.363
H 3.173 -4.275 1.755 0.417
```

=====

[7]
The following is a quantum chemistry calculation of an isolated molecule of C4H8O, from the Open Molecules 2025 dataset.

Values from the calculation:
E_tot: -6324.6702 eV
Strongest force on any atom: 0.56 eV Å⁻¹
SMILES string: CC(C)C=O
ΔE to the lowest compared entry with this formula, charge and spin: 11.5 kcal per mole
Total charge: 0
LUMO level: 0.0378 Eh

The geometry in XYZ format:
```
13
Properties=species:S:1:pos:R:3:mulliken_charge:R:1
C 1.368 0.123 -0.353 -1.166
C -0.197 0.034 -0.388 0.681
C -1.005 0.980 0.512 -1.417
C -0.410 -1.401 0.029 -0.297
O -0.668 -1.747 1.157 -0.482
H 1.725 0.975 0.235 0.328
H 1.797 -0.776 0.116 0.328
H 1.803 0.176 -1.358 0.278
H -0.537 0.150 -1.425 0.309
H -2.034 0.609 0.597 0.334
H -1.067 2.002 0.121 0.392
H -0.599 1.017 1.526 0.324
H -0.174 -2.143 -0.768 0.389
```